1.
6
Properties=species:S:1:pos:R:3 method="wB97M-V/def2-TZVPD" homo_lumo_gap_ev="7.352 / 7.355" e_tot_ha=-3012.019531 homo_ev="-8.691 / -8.692"
C 0.2024 -0.0790 0.4557
S -1.0971 0.8962 0.1714
Br -3.4911 -0.0516 -0.2061
H 0.9959 -0.4825 -0.2967
H 0.2060 -0.4035 1.5117
H -1.0875 0.7862 -1.1633

2.
8
Properties=species:S:1:pos:R:3 method="wB97M-V/def2-TZVPD" homo_lumo_gap_ev=8.693 e_tot_ha=-1349.683401 smiles="C=[Si](F)Cl.Cl" homo_ev=-8.692
C -0.1927 -1.7537 0.4324
F 0.4355 0.5288 -1.2450
Si 0.8781 -0.4969 -0.1034
Cl 2.6475 0.0453 0.6536
Cl -1.8805 2.8443 -0.9564
H -0.8997 3.1418 -0.1896
H -1.2689 -2.0840 0.1432
H 0.2809 -2.2256 1.2652

3.
10
Properties=species:S:1:pos:R:3 method="wB97M-V/def2-TZVPD" homo_lumo_gap_ev=8.697 e_tot_ha=-1178.862583 smiles="ClN1NC=[NH+]N1Cl" homo_ev=-14.770 total_charge=+1
C 0.1557 0.0044 -0.0652
N -1.0431 0.4678 -0.4266
N -2.1108 -0.3299 0.0250
N -1.4173 -1.3993 0.6543
N -0.0527 -1.0385 0.6958
Cl -2.9836 0.7742 1.3189
Cl -1.5626 -2.8690 -0.3794
H 0.9793 0.6214 -0.0172
H -1.2644 1.3673 -0.8191
H 0.6597 -1.7463 0.8143

4.
10
Properties=species:S:1:pos:R:3 method="wB97M-V/def2-TZVPD" homo_lumo_gap_ev="7.444 / 7.480" e_tot_ha=-1178.724690 homo_ev="-14.583 / -14.589" total_charge=+1
C 0.8129 -1.3122 -0.6269
N 1.1832 -1.0228 -2.9175
N 0.4307 -1.7745 0.4595
N 1.1361 -0.9118 -1.7179
N 0.3964 -1.4436 1.6629
Cl -0.6681 -2.3442 2.6857
Cl 1.6489 -0.4078 2.5210
H -1.6714 0.0423 1.0027
H 1.5530 -0.2913 -3.4307
H -1.2407 -0.4092 1.3723

5.
9
Properties=species:S:1:pos:R:3 method="wB97M-V/def2-TZVPD" homo_lumo_gap_ev="7.729 / 7.729" e_tot_ha=-1775.001686 smiles="O=[SH]#P(Cl)CCl" homo_ev="-8.562 / -8.561"
C 1.2888 0.6227 -0.3950
O -1.4972 -1.0983 -0.7278
P 0.0114 0.6603 0.9982
S -1.0038 -1.6062 0.5666
Cl 2.6637 -0.3517 0.1754
Cl -1.3744 1.7323 -0.0115
H 1.5051 1.6939 -0.5710
H 0.6581 0.1986 -1.2213
H -2.2516 -1.8516 1.1864

6.
9
Properties=species:S:1:pos:R:3 method="wB97M-V/def2-TZVPD" homo_lumo_gap_ev=7.045 e_tot_ha=-1775.039361 smiles="COP(=S)(Cl)Cl" homo_ev=-8.843
C -1.1956 0.3914 0.4326
O -0.2323 0.3343 -0.5962
P 1.2558 -0.3355 -0.4240
S 0.6545 -2.8331 -0.2496
Cl 1.9513 0.5914 -2.0268
Cl 1.9192 0.6417 1.1365
H -0.9086 0.8031 1.3506
H -1.5610 -0.6086 0.4874
H -1.8833 1.0152 -0.1105

7.
9
Properties=species:S:1:pos:R:3 method="wB97M-V/def2-TZVPD" homo_lumo_gap_ev=9.538 e_tot_ha=-1529.829772 smiles=CN(Cl)N(Cl)Cl homo_ev=-9.869
C 0.2113 -0.1252 -0.0802
N 1.4958 -0.5520 0.3218
N 2.4208 0.5305 0.4358
Cl 1.9679 -1.8910 -0.7708
Cl 2.6558 1.5212 -1.0277
Cl 3.9598 -0.0995 0.8708
H -0.1315 0.5755 0.5611
H 0.3105 0.4976 -0.9513
H -0.2304 -1.0404 -0.3834

8.
8
Properties=species:S:1:pos:R:3 method="wB97M-V/def2-TZVPD" homo_lumo_gap_ev=11.881 e_tot_ha=-1710.143525 smiles=C[Si](Cl)(Cl)Cl homo_ev=-11.391
Cl -1.9970 0.1013 -1.5092
Cl 1.1308 1.4053 -1.6969
Cl -0.8727 2.1518 0.8649
C 0.4054 -0.8771 0.5503
Si -0.2675 0.6138 -0.3923
H -0.3178 -1.3064 1.2489
H 1.2377 -0.4296 1.1083
H 0.6811 -1.6591 -0.1741

9.
11
Properties=species:S:1:pos:R:3 method="wB97M-V/def2-TZVPD" homo_lumo_gap_ev="5.537 / 6.889" e_tot_ha=-2919.936554 s2=2.00 homo_ev="-5.106 / -11.551" spin_multiplicity=3
C -1.7909 0.0531 -0.0810
Si -0.0985 0.8242 -0.0751
Si 1.5870 -0.8501 0.1542
Cl 0.1981 1.9187 -1.7559
Cl 0.0547 1.8773 1.7155
Cl 3.2112 0.3495 -0.0050
Cl 1.4979 -1.8935 -1.7045
Cl 1.7913 -1.9545 1.7872
H -2.0102 -0.3669 0.8981
H -2.5623 0.7997 -0.1329
H -1.8783 -0.7573 -0.8006

10.
7
Properties=species:S:1:pos:R:3 method="wB97M-V/def2-TZVPD" homo_lumo_gap_ev=10.751 e_tot_ha=-699.725452 homo_ev=-10.382
C 0.5773 0.1199 -0.0324
H -1.5337 -0.9512 0.4141
H -0.0968 -0.2308 -0.8173
H 0.2262 -0.1439 0.9706
F 0.6871 1.4690 -0.1167
F 1.7978 -0.4363 -0.2279
Cl -1.6578 0.1733 -0.1904

11.
8
Properties=species:S:1:pos:R:3 method="wB97M-V/def2-TZVPD" homo_lumo_gap_ev=9.225 e_tot_ha=-1052.819705 homo_ev=-9.875
C -0.8973 -0.2038 0.3953
N 1.0121 -0.6161 -1.0917
F -1.5705 0.5918 1.3480
S 0.8839 0.1645 0.3808
Cl 0.8890 2.3438 0.1938
H -0.8896 -1.2607 0.6340
H -1.3976 0.0702 -0.6139
H 1.9699 -1.0896 -1.2463

12.
8
Properties=species:S:1:pos:R:3 method="wB97M-V/def2-TZVPD" homo_lumo_gap_ev=9.570 e_tot_ha=-1052.830420 homo_ev=-9.785
C 0.9658 1.3167 -0.1516
N 0.0816 -1.0929 0.3290
F 0.2039 2.0945 0.6602
S 1.2929 -0.1624 0.7194
Cl 2.9650 -0.8305 -0.4449
H 0.3704 1.0547 -1.1776
H 1.9644 1.7228 -0.3240
H 0.2294 -1.8453 1.0546

13.
9
Properties=species:S:1:pos:R:3 method="wB97M-V/def2-TZVPD" homo_lumo_gap_ev="8.515 / 8.516" e_tot_ha=-759.903824 homo_ev="-9.262 / -9.262"
C 0.2961 0.4012 0.0894
N -0.5160 -0.4194 2.4090
N -0.9576 0.0886 0.6769
O -1.5470 -0.9441 0.0764
O -1.1598 -1.3652 2.6367
Cl 1.3774 -1.1209 -0.0982
H 0.1721 0.5494 -1.0055
H 0.8409 0.9237 0.7687
H -0.9020 -1.8384 0.0387

14.
8
Properties=species:S:1:pos:R:3 method="wB97M-V/def2-TZVPD" homo_lumo_gap_ev="5.248 / 5.249" e_tot_ha=-1007.655120 homo_ev="-7.837 / -7.838"
C 0.8202 1.0387 -0.1213
N -1.0921 -0.2834 0.4931
N -0.4130 0.6983 -0.3034
S 2.3370 1.4776 0.0595
Cl 1.3070 -2.1382 -0.3839
H -0.7985 -0.6019 1.4051
H -1.2608 -1.1796 0.0318
H -0.8997 0.9884 -1.1809

15.
7
Properties=species:S:1:pos:R:3 method="wB97M-V/def2-TZVPD" homo_lumo_gap_ev=10.988 e_tot_ha=-650.460408 smiles="O=COCl.[H][H]" homo_ev=-11.319
C -0.0433 1.2090 -0.6749
O -0.2753 2.0939 0.1370
O -0.5460 -0.0845 -0.9069
Cl -1.6586 -0.8273 0.1258
H 1.2399 -2.0019 1.7898
H 0.4549 1.3004 -1.6990
H 0.8284 -1.6894 1.2281

16.
8
Properties=species:S:1:pos:R:3 method="wB97M-V/def2-TZVPD" homo_lumo_gap_ev=9.916 e_tot_ha=-1048.705595 homo_ev=-10.209
C 0.6487 0.3496 -0.3876
O -0.8695 -1.4579 0.5174
O 1.1519 -0.0959 0.7206
S -1.2195 -0.3767 -0.4337
Cl -2.1911 1.2623 0.5012
H 0.5826 1.3319 -0.4923
H 1.2013 -0.0142 -1.3485
H 0.6955 -0.9990 0.9229

17.
9
Properties=species:S:1:pos:R:3 method="wB97M-V/def2-TZVPD" homo_lumo_gap_ev="5.503 / 5.505" e_tot_ha=-1446.809916 homo_ev="-8.728 / -8.729"
C 0.0970 -0.0172 0.0084
O 1.9389 0.8733 1.7310
O 1.7260 2.0715 -0.4147
S 5.2660 -1.1922 0.0612
S 1.7516 0.8203 0.3011
Cl 4.0928 0.2729 -0.5508
H -0.0752 -0.6551 0.8656
H -0.6233 0.7895 -0.0583
H 0.1472 -0.5752 -0.9173

18.
10
Properties=species:S:1:pos:R:3 method="wB97M-V/def2-TZVPD" homo_lumo_gap_ev=9.444 e_tot_ha=-1522.113641 homo_ev=-10.228
C -0.1493 0.8011 1.0948
O -0.5156 -1.9841 0.3878
O 1.4254 0.7327 -1.0957
O -1.0077 1.3871 -1.3455
S -0.5494 -1.6040 -1.0024
S 0.0158 0.5394 -0.6980
Cl 1.2334 -2.1370 -1.8357
H 0.1205 -0.2858 1.4425
H 0.6007 1.4543 1.5242
H -1.1736 1.0962 1.5280

19.
7
Properties=species:S:1:pos:R:3 method="wB97M-V/def2-TZVPD" homo_lumo_gap_ev=9.356 e_tot_ha=-864.798525 smiles="O=C[SiH2]Cl" homo_ev=-9.149
C -0.6742 -1.0756 0.1173
O -1.7863 -1.1142 0.5537
Si 0.3570 0.8361 -0.2950
Cl 2.0718 0.2952 0.6841
H -0.0870 -2.1150 0.1040
H 0.6650 1.5013 -1.4735
H -0.5463 1.6722 0.3095

20.
8
Properties=species:S:1:pos:R:3 method="wB97M-V/def2-TZVPD" homo_lumo_gap_ev="8.600 / 8.080" e_tot_ha=-656.094582 homo_ev="-8.832 / -7.791"
C 0.3664 0.9513 -1.2246
O -0.1605 -1.3137 1.9388
F -0.3053 2.0942 -1.2110
F 1.5033 1.0507 -0.5487
P -1.2164 -0.9917 0.7554
H 0.3873 0.5190 -2.3401
H -0.0941 -0.5202 2.6242
H -0.4807 -1.7895 0.0059

Relative energy (zero: lowest compared OMol25 entry of this formula, charge and spin) for the records above, in order: 40.4 95.8 46.3 132.9 101.4 77.7 47.2 2.7 32.7 54.7 35.2 28.5 67.5 79.8 59.6 44.9 47.7 17.3 24.1 130.6 kcal/mol